No. 1
Entry from the OMol25 dataset: C18H31ClN7O4Pt as an isolated structure (the ωB97M-V functional and the def2-TZVPD basis).

Its orbital gap is 7.644 eV. As for the HOMO energy: -0.3696 Eh. Its multiplicity is 1. The energy above the lowest of the compared OMol25 structures with the same formula, charge and spin is 8.3 kcal/mol. For the lowest unoccupied orbital energy, the calculation gives -0.089 Eh. Its total charge is +1. For the calculated total energy, the calculation gives -1968.1242 Ha.

Geometry as XYZ:
```
62
Properties=species:S:1:pos:R:3:mulliken_charge:R:1
Pt 0.831 -0.634 -0.009 1.085
N 2.634 1.495 -0.296 -0.445
C 2.654 2.082 1.032 0.037
C 2.878 3.603 1.056 -0.691
C 1.957 4.394 0.118 -1.121
C 0.460 4.128 0.262 0.617
N -0.031 4.592 1.560 -0.074
C -0.814 3.937 2.403 0.637
N -1.059 4.478 3.607 -0.462
N -1.467 2.824 2.047 -0.184
C 1.393 1.717 1.846 0.238
O 1.198 2.308 2.903 -0.718
O 0.553 0.848 1.381 -0.880
H 3.538 1.149 -0.585 0.264
H 2.313 2.129 -1.014 0.166
H 3.466 1.606 1.587 0.461
H 3.908 3.811 0.760 0.398
H 2.767 3.946 2.085 0.349
H 2.219 4.200 -0.926 0.403
H 2.138 5.466 0.242 0.387
H 0.248 3.064 0.152 -0.618
H -0.087 4.648 -0.526 0.314
H 0.407 5.427 1.916 0.256
H -0.426 5.173 3.963 0.208
H -1.506 3.910 4.306 0.220
H -1.011 2.228 1.361 -0.252
H -1.805 2.271 2.820 0.322
Cl 1.828 -7.667 0.881 -0.212
C 1.544 -6.050 0.330 0.044
C 0.836 -5.847 -0.870 -0.550
C 0.593 -4.586 -1.336 -0.428
C 1.023 -3.436 -0.624 0.586
O 0.730 -2.281 -1.134 -0.759
C 1.761 -3.653 0.575 0.693
C 2.383 -2.618 1.329 0.156
O 2.321 -1.387 1.143 -0.672
C 2.005 -4.977 1.026 -0.921
H 0.487 -6.710 -1.422 0.423
H 0.058 -4.429 -2.263 0.469
H 3.032 -2.936 2.151 0.377
H 2.573 -5.124 1.937 0.401
C -2.239 -1.147 0.874 -0.980
N -2.382 -1.436 -0.541 0.278
C -3.008 -2.713 -0.849 -1.265
C -1.725 -0.722 -1.476 0.725
N -0.699 0.041 -1.147 -0.588
N -2.158 -0.820 -2.761 0.138
C -3.577 -0.749 -3.088 -1.113
C -1.267 -0.467 -3.852 -1.259
H -3.208 -1.291 1.354 0.486
H -1.902 -0.125 1.013 0.136
H -1.504 -1.807 1.342 0.300
H -2.614 -3.470 -0.168 0.419
H -2.772 -3.010 -1.867 0.395
H -4.093 -2.671 -0.726 0.321
H -0.428 0.640 -1.913 0.313
H -4.181 -0.857 -2.192 0.357
H -3.848 -1.535 -3.793 0.325
H -3.804 0.219 -3.543 0.386
H -0.244 -0.740 -3.599 0.373
H -1.319 0.598 -4.105 0.378
H -1.561 -1.033 -4.735 0.353
```

No. 2
Entry from the OMol25 dataset: one molecule with the formula C3H8N4O3 (the ωB97M-V functional and the def2-TZVPD basis).

Its orbital gap (spin up / spin down) is 6.207 / 9.303 eV. As for the HOMO energy (spin up / spin down): -0.2873 / -0.3289 Eh. Its multiplicity is 1. The energy above the lowest of the compared OMol25 structures with the same formula, charge and spin is 110.4 kcal/mol. For the lowest unoccupied orbital energy (spin up / spin down), the calculation gives -0.059 / 0.013 Eh. For the calculated total energy, the calculation gives -563.6122 Ha.

Geometry as XYZ:
```
18
Properties=species:S:1:pos:R:3:mulliken_charge:R:1
C 1.527 0.328 -0.930 -0.303
C -0.051 -1.206 0.082 -0.134
C -1.929 1.645 0.570 -0.733
N 0.778 -0.902 -1.049 -0.159
N -1.215 -0.427 0.221 0.203
N -1.032 0.622 0.980 -0.568
N 2.434 0.468 0.095 0.892
O 3.116 1.520 0.099 -0.582
O 2.488 -0.379 1.007 -0.641
O -0.436 -2.545 0.043 -0.568
H 1.472 1.059 -1.744 0.399
H 0.643 -1.006 1.031 0.439
H -2.889 1.164 0.763 0.305
H -1.832 2.477 1.314 0.282
H -1.681 1.941 -0.487 0.252
H 0.440 -1.027 -1.990 0.246
H -2.047 -0.596 -0.346 0.340
H 0.214 -3.137 0.342 0.329
```

No. 3
Entry from the OMol25 dataset: a 2-piece molecular cluster, C5H13N2 overall (the ωB97M-V functional and the def2-TZVPD basis).

Its orbital gap (spin up / spin down) is 9.103 / 9.102 eV. As for the HOMO energy (spin up / spin down): -0.4746 / -0.4746 Eh. Its multiplicity is 1. The energy above the lowest of the compared OMol25 structures with the same formula, charge and spin is 123.8 kcal/mol. For the lowest unoccupied orbital energy (spin up / spin down), the calculation gives -0.140 / -0.140 Eh. Its total charge is +1. For the calculated total energy, the calculation gives -307.4243 Ha.

Geometry as XYZ:
```
20
Properties=species:S:1:pos:R:3:mulliken_charge:R:1
C 0.499 -1.545 -0.317 -0.578
C -0.035 -1.431 1.052 -0.533
C 0.535 -0.076 -0.525 0.014
C -1.472 0.767 -1.481 -0.809
C -0.551 1.184 1.375 -0.721
N 1.700 0.532 -0.980 -0.525
N 0.387 0.037 1.095 -0.018
H 1.557 -1.761 -0.301 0.405
H -0.053 -2.128 -1.071 0.297
H -1.209 -1.581 1.067 0.231
H 0.381 -2.067 1.845 0.330
H -2.384 0.386 -0.969 0.293
H -1.172 0.113 -2.248 0.379
H -1.177 1.725 -1.300 0.430
H -0.519 1.478 2.457 0.301
H -0.164 2.020 0.867 0.352
H -1.516 0.878 0.981 0.240
H 2.250 -0.103 -1.581 0.237
H 1.554 1.455 -1.333 0.237
H 1.391 0.115 1.369 0.436
```